A molecular structure, C13H20BN6OSe4Ti. Source: OMol25; level of theory: ωB97M-V/def2-TZVPD.

ORCA input file:
```
! wB97M-V def2-TZVPD RIJCOSX def2/J DEFGRID3
* xyz 0 2
Se -3.063 0.256 2.168
Se -2.032 -0.142 4.236
Se 0.066 -0.728 3.386
Se -2.697 -1.755 1.103
Ti -0.612 -0.202 0.866
O 0.284 -2.439 0.387
N 0.169 2.813 0.448
N 1.190 0.125 -0.424
N 1.296 1.269 -1.144
N -1.615 0.735 -0.910
N -1.107 1.859 -1.465
N -0.261 1.927 1.381
C -1.978 2.384 -2.332
C 0.407 3.999 1.015
C 0.829 -3.261 1.447
C 0.130 3.902 2.365
C -2.826 0.569 -1.450
C 2.206 -0.647 -0.815
C -0.271 2.582 2.542
C -0.574 -2.439 -1.885
C 2.971 -0.014 -1.790
C 2.131 -2.689 1.966
C -0.340 -3.242 -0.631
C -3.103 1.583 -2.362
C 2.346 1.205 -1.968
B 0.262 2.401 -1.023
H 0.331 -4.077 -0.848
H 0.079 -3.336 2.235
H 0.214 4.668 3.115
H 2.982 -3.000 1.359
H -3.426 -0.276 -1.154
H 0.585 3.332 -1.708
H -0.572 2.074 3.443
H 2.115 -1.598 1.984
H -3.990 1.710 -2.956
H 0.997 -4.256 1.029
H -1.271 -3.663 -0.236
H -1.188 -1.561 -1.698
H -1.733 3.286 -2.867
H 3.851 -0.387 -2.282
H 2.295 -3.028 2.988
H 0.753 4.824 0.416
H 0.366 -2.116 -2.332
H 2.574 2.036 -2.614
H -1.106 -3.063 -2.606
H 2.339 -1.620 -0.382
*
```

Properties
LUMO level (alpha / beta) (eV): 0.05 / 0.22
Expectation value of S²: 0.76
Kohn-Sham gap (alpha / beta) (eV): 7.2 / 7.4
HOMO level (alpha / beta) (eV): -7.2 / -7.2


A single C15H29BN2O3 molecule. Source: OMol25; level of theory: ωB97M-V/def2-TZVPD.

ORCA input file:
```
! wB97M-V def2-TZVPD RIJCOSX def2/J DEFGRID3
* xyz 0 1
O -2.101 -0.717 1.765
O -1.708 3.992 -0.577
O 0.493 2.984 -0.725
N -2.212 0.954 0.162
N 0.567 -1.425 0.464
C -2.753 1.818 -2.169
C 3.408 -2.679 -0.054
C 0.250 -0.255 3.435
C -0.013 -0.134 0.836
C -4.041 1.301 -1.398
C 0.399 1.964 2.211
C 1.018 -3.241 -1.091
C -1.553 -0.034 0.978
C -1.646 1.502 -1.120
C 3.408 -1.264 -0.808
C 2.039 -0.908 -1.519
C 0.813 -1.687 -0.896
C 2.571 -3.633 -0.843
C -3.718 1.104 0.066
C 0.638 0.445 2.140
B -0.889 2.860 -0.778
H 0.381 -3.752 -0.362
H -4.034 1.964 0.653
H 4.410 -3.118 0.360
H 1.091 2.386 2.941
H 2.852 -2.465 0.867
H -0.666 2.178 2.567
H -0.135 -2.146 0.827
H 2.688 -4.554 -0.330
H -4.366 0.355 -1.938
H -0.084 -1.370 -1.424
H 0.371 0.355 4.341
H 1.785 0.277 1.993
H 4.171 -1.243 -1.558
H 3.680 -0.409 -0.122
H -4.920 1.970 -1.422
H 1.866 0.160 -1.522
H 0.294 0.522 -0.018
H -1.254 4.705 -0.060
H 2.201 -1.149 -2.569
H 0.844 -3.522 -2.154
H 0.650 -1.233 3.438
H -2.680 1.261 -3.122
H -0.994 0.701 -1.560
H -2.705 2.869 -2.454
H 3.122 -3.751 -1.836
H -0.817 -0.518 3.349
H 0.806 3.886 -0.740
H -4.211 0.286 0.528
H 0.684 2.409 1.248
*
```

Properties
LUMO level (eV): 0.15
Kohn-Sham gap (eV): 8.6
HOMO level (eV): -8.4
Structure (SMILES): CC(C)[C@@H](NC1CCCCC1)C(=O)N1CCC[C@H]1B(O)O


Asked for M across the records above, the calculation gives 650.86 296.22 g/mol in order.
Asked for largest force on an atom across the records above, the calculation gives 1.0 4.4 eV/A in order.
Asked for energy above the lowest of the compared OMol25 structures with the same formula, charge and spin across the records above, the calculation gives 0.000 2.517 eV in order.